Entry 1:
{"formula": "C15H26N3O3S", "method": "ωB97M-V with the def2-TZVPD basis set", "lumo_energy_ev": -4.04, "total_charge": 1, "homo_lumo_gap_ev": 6.00, "smiles": "CC[NH+](CC)S(=O)(=O)c1ccc(C(=O)NCCN(C)C)cc1", "energy_ev": -37417.702, "multiplicity": 1, "de_lowest_kcal_mol": 49.9, "e_homo_ha": -0.3690, "species": ["C", "C", "N", "H", "C", "C", "H", "H", "H", "H", "H", "S", "O", "O", "C", "C", "C", "C", "C", "C", "H", "H", "C", "O", "N", "H", "C", "H", "C", "N", "C", "H", "H", "H", "C", "H", "H", "H", "H", "H", "H", "H", "H", "H", "H", "H", "H", "H"], "xyz": [[-5.33, -1.98, -1.33], [-5.53, -1.06, -0.14], [-4.23, -0.58, 0.40], [-3.51, -1.28, 0.21], [-4.26, -0.29, 1.84], [-2.88, -0.05, 2.41], [-2.94, 0.02, 3.49], [-2.21, -0.88, 2.16], [-2.45, 0.87, 2.04], [-4.74, -1.13, 2.36], [-4.88, 0.60, 1.98], [-3.74, 1.02, -0.60], [-4.26, 2.05, 0.23], [-4.30, 0.75, -1.87], [-1.98, 0.94, -0.62], [-1.24, 1.93, 0.01], [0.14, 1.90, -0.06], [0.78, 0.86, -0.75], [0.01, -0.11, -1.40], [-1.37, -0.08, -1.34], [-1.97, -0.81, -1.86], [0.53, -0.88, -1.95], [2.26, 0.75, -0.95], [2.71, -0.02, -1.78], [3.04, 1.54, -0.18], [2.64, 2.08, 0.57], [4.48, 1.54, -0.29], [4.82, 2.58, -0.23], [5.19, 0.71, 0.82], [5.49, -0.65, 0.51], [4.37, -1.53, 0.36], [3.83, -1.37, -0.59], [3.68, -1.39, 1.19], [4.72, -2.56, 0.38], [6.50, -0.85, -0.51], [6.85, -1.88, -0.45], [7.34, -0.18, -0.32], [6.13, -0.67, -1.52], [4.58, 0.73, 1.72], [6.14, 1.21, 1.05], [4.73, 1.13, -1.27], [0.70, 2.69, 0.40], [-1.76, 2.73, 0.52], [-6.06, -1.59, 0.66], [-6.11, -0.19, -0.42], [-6.30, -2.36, -1.65], [-4.71, -2.84, -1.06], [-4.88, -1.45, -2.16]], "nbo_charge": [-0.6368, -0.2366, -0.5491, 0.4283, -0.2380, -0.6319, 0.2546, 0.2155, 0.2198, 0.2268, 0.2471, 2.2617, -0.8638, -0.8611, -0.3025, -0.1976, -0.1753, -0.0566, -0.1498, -0.2118, 0.2387, 0.2698, 0.6369, -0.6036, -0.5827, 0.3923, -0.2660, 0.2080, -0.2102, -0.4363, -0.4254, 0.1923, 0.1854, 0.2025, -0.4125, 0.2070, 0.2016, 0.1671, 0.1890, 0.2065, 0.2378, 0.2300, 0.2546, 0.2291, 0.2378, 0.2546, 0.2117, 0.2408]}



Entry 2:
{"formula": "C15H26N5O2Pt", "method": "ωB97M-V with the def2-TZVPD basis set", "lumo_energy_ev": [-3.31, -3.21], "total_charge": 1, "homo_lumo_gap_ev": [7.05, 7.18], "energy_ev": -30762.232, "multiplicity": 1, "e_homo_ha": [-0.3806, -0.3819], "species": ["Pt", "C", "N", "C", "C", "C", "C", "C", "C", "C", "C", "H", "H", "H", "H", "H", "H", "H", "H", "H", "H", "H", "H", "N", "C", "C", "C", "C", "N", "C", "N", "N", "C", "O", "O", "H", "H", "H", "H", "H", "H", "H", "H", "H", "H", "H", "H", "H", "H"], "xyz": [[-0.45, -0.73, -2.10], [-2.57, 1.36, -3.28], [-1.20, 1.46, -2.80], [-1.10, 2.43, -1.71], [-0.22, 1.75, -3.86], [1.16, 1.36, -3.38], [2.26, 2.18, -3.60], [3.50, 1.83, -3.09], [3.65, 0.65, -2.38], [2.56, -0.17, -2.18], [1.29, 0.16, -2.65], [-2.91, 2.31, -3.72], [-3.23, 1.11, -2.45], [-2.64, 0.58, -4.03], [-1.42, 3.42, -2.03], [-0.06, 2.49, -1.37], [-1.73, 2.11, -0.88], [-0.27, 2.80, -4.16], [-0.49, 1.13, -4.72], [2.16, 3.09, -4.17], [4.35, 2.47, -3.25], [4.62, 0.37, -1.97], [2.70, -1.11, -1.65], [-0.54, -0.92, 0.40], [-0.82, -2.36, 0.33], [-1.06, -3.04, 1.68], [-0.16, -2.55, 2.82], [-0.91, -1.55, 3.71], [-0.02, -0.87, 4.65], [0.62, 0.28, 4.46], [1.48, 0.73, 5.37], [0.41, 1.01, 3.35], [-2.13, -2.48, -0.57], [-3.16, -2.83, -0.05], [-1.94, -2.15, -1.78], [0.34, -0.73, 0.86], [-1.31, -0.43, 0.85], [0.00, -2.82, -0.23], [-0.92, -4.11, 1.53], [-2.11, -2.91, 1.94], [0.75, -2.09, 2.43], [0.16, -3.40, 3.44], [-1.66, -2.07, 4.30], [-1.44, -0.81, 3.10], [0.24, -1.41, 5.46], [1.69, 0.21, 6.21], [1.95, 1.61, 5.24], [-0.27, 0.73, 2.67], [0.82, 1.92, 3.27]], "nbo_charge": [0.9338, -0.4180, -0.4130, -0.4240, -0.2698, -0.0022, -0.2273, -0.2224, -0.2096, -0.2633, -0.2452, 0.1903, 0.2168, 0.2249, 0.1948, 0.2210, 0.2000, 0.1941, 0.2235, 0.2122, 0.2184, 0.2158, 0.2043, -0.8496, -0.1728, -0.4445, -0.4153, -0.2198, -0.5436, 0.6770, -0.7605, -0.7697, 0.7738, -0.6288, -0.8005, 0.3697, 0.3641, 0.2100, 0.2409, 0.2446, 0.1909, 0.2263, 0.2404, 0.1925, 0.4197, 0.4274, 0.4237, 0.4232, 0.4259]}



Entry 3:
{"formula": "C15H26N6O2", "method": "ωB97M-V with the def2-TZVPD basis set", "lumo_energy_ev": 0.22, "homo_lumo_gap_ev": 8.72, "smiles": "CC(C)CCNc1nc(N)c([N+](=O)[O-])c(N2CCCCCC2)n1", "energy_ev": -29011.504, "multiplicity": 1, "de_lowest_kcal_mol": 9.9, "e_homo_ha": -0.3121, "species": ["C", "H", "H", "H", "C", "C", "H", "H", "H", "C", "H", "C", "N", "C", "N", "C", "N", "C", "H", "C", "H", "C", "H", "H", "C", "C", "H", "H", "C", "H", "H", "H", "H", "H", "H", "C", "N", "O", "O", "C", "N", "N", "H", "H", "H", "H", "H", "H", "H"], "xyz": [[-3.49, 0.57, 1.56], [-3.08, 0.35, 2.54], [-2.95, 1.41, 1.15], [-4.53, 0.85, 1.68], [-3.37, -0.66, 0.66], [-4.09, -1.84, 1.31], [-3.96, -2.75, 0.72], [-3.68, -2.03, 2.30], [-5.15, -1.64, 1.41], [-3.96, -0.40, -0.74], [-4.34, -1.33, -1.16], [-2.94, 0.16, -1.74], [-2.43, 1.46, -1.39], [-1.23, 1.67, -0.82], [-0.40, 0.65, -0.69], [0.82, 0.87, -0.20], [1.54, -0.20, 0.16], [1.16, -1.51, -0.33], [1.13, -2.22, 0.50], [2.14, -1.97, -1.41], [1.61, -2.59, -2.14], [3.34, -2.76, -0.89], [3.06, -3.81, -0.77], [4.12, -2.73, -1.65], [3.92, -2.27, 0.44], [3.94, -0.75, 0.61], [4.70, -0.49, 1.35], [4.20, -0.26, -0.32], [2.61, -0.19, 1.13], [2.28, -0.81, 1.98], [2.75, 0.82, 1.50], [3.35, -2.71, 1.27], [4.94, -2.65, 0.53], [2.48, -1.08, -1.94], [0.16, -1.42, -0.75], [1.26, 2.23, -0.01], [2.59, 2.60, -0.11], [3.38, 1.84, -0.66], [2.94, 3.72, 0.30], [0.23, 3.22, -0.02], [-1.00, 2.92, -0.41], [0.47, 4.48, 0.36], [-0.24, 5.16, 0.18], [1.44, 4.74, 0.51], [-3.07, 2.24, -1.35], [-2.08, -0.51, -1.81], [-3.42, 0.24, -2.73], [-4.81, 0.29, -0.66], [-2.31, -0.91, 0.54]], "nbo_charge": [-0.6045, 0.2070, 0.2128, 0.1980, -0.2281, -0.5964, 0.2034, 0.2065, 0.1998, -0.4008, 0.2076, -0.2163, -0.5694, 0.6261, -0.6283, 0.5236, -0.3846, -0.2235, 0.1910, -0.4173, 0.2115, -0.3957, 0.1999, 0.2054, -0.4041, -0.4226, 0.2158, 0.2332, -0.1959, 0.1878, 0.2168, 0.1881, 0.2140, 0.2147, 0.2477, -0.2249, 0.5205, -0.4299, -0.4632, 0.4853, -0.6090, -0.7652, 0.4021, 0.4336, 0.4049, 0.2257, 0.1957, 0.1947, 0.2066]}



Please write out number 2 again, unchanged.
{"formula": "C15H26N5O2Pt", "method": "ωB97M-V with the def2-TZVPD basis set", "lumo_energy_ev": [-3.31, -3.21], "total_charge": 1, "homo_lumo_gap_ev": [7.05, 7.18], "energy_ev": -30762.232, "multiplicity": 1, "e_homo_ha": [-0.3806, -0.3819], "species": ["Pt", "C", "N", "C", "C", "C", "C", "C", "C", "C", "C", "H", "H", "H", "H", "H", "H", "H", "H", "H", "H", "H", "H", "N", "C", "C", "C", "C", "N", "C", "N", "N", "C", "O", "O", "H", "H", "H", "H", "H", "H", "H", "H", "H", "H", "H", "H", "H", "H"], "xyz": [[-0.45, -0.73, -2.10], [-2.57, 1.36, -3.28], [-1.20, 1.46, -2.80], [-1.10, 2.43, -1.71], [-0.22, 1.75, -3.86], [1.16, 1.36, -3.38], [2.26, 2.18, -3.60], [3.50, 1.83, -3.09], [3.65, 0.65, -2.38], [2.56, -0.17, -2.18], [1.29, 0.16, -2.65], [-2.91, 2.31, -3.72], [-3.23, 1.11, -2.45], [-2.64, 0.58, -4.03], [-1.42, 3.42, -2.03], [-0.06, 2.49, -1.37], [-1.73, 2.11, -0.88], [-0.27, 2.80, -4.16], [-0.49, 1.13, -4.72], [2.16, 3.09, -4.17], [4.35, 2.47, -3.25], [4.62, 0.37, -1.97], [2.70, -1.11, -1.65], [-0.54, -0.92, 0.40], [-0.82, -2.36, 0.33], [-1.06, -3.04, 1.68], [-0.16, -2.55, 2.82], [-0.91, -1.55, 3.71], [-0.02, -0.87, 4.65], [0.62, 0.28, 4.46], [1.48, 0.73, 5.37], [0.41, 1.01, 3.35], [-2.13, -2.48, -0.57], [-3.16, -2.83, -0.05], [-1.94, -2.15, -1.78], [0.34, -0.73, 0.86], [-1.31, -0.43, 0.85], [0.00, -2.82, -0.23], [-0.92, -4.11, 1.53], [-2.11, -2.91, 1.94], [0.75, -2.09, 2.43], [0.16, -3.40, 3.44], [-1.66, -2.07, 4.30], [-1.44, -0.81, 3.10], [0.24, -1.41, 5.46], [1.69, 0.21, 6.21], [1.95, 1.61, 5.24], [-0.27, 0.73, 2.67], [0.82, 1.92, 3.27]], "nbo_charge": [0.9338, -0.4180, -0.4130, -0.4240, -0.2698, -0.0022, -0.2273, -0.2224, -0.2096, -0.2633, -0.2452, 0.1903, 0.2168, 0.2249, 0.1948, 0.2210, 0.2000, 0.1941, 0.2235, 0.2122, 0.2184, 0.2158, 0.2043, -0.8496, -0.1728, -0.4445, -0.4153, -0.2198, -0.5436, 0.6770, -0.7605, -0.7697, 0.7738, -0.6288, -0.8005, 0.3697, 0.3641, 0.2100, 0.2409, 0.2446, 0.1909, 0.2263, 0.2404, 0.1925, 0.4197, 0.4274, 0.4237, 0.4232, 0.4259]}